[1]
Density functional theory data (wB97M-V/def2-TZVPD) for a molecular structure, C19H32N6PrS3Si at a distorted geometry.

Calculated values
Energy: -3071.8624 Ha
Frontier orbital gap (spin up / spin down): 0.28211 / 0.29032 Ha
HOMO level (spin up / spin down): -16.0 / -16.0 eV
Expectation value of S²: 2.0025

The geometry in ORCA input format:
```
! wB97M-V def2-TZVPD RIJCOSX def2/J DEFGRID3
* xyz 3 3
Pr 0.601 0.768 -0.210
S 5.369 1.958 -1.169
S -0.045 5.090 -0.743
S -2.042 1.446 0.623
Si 0.066 -4.472 -1.021
N 1.391 1.766 2.204
N 0.394 2.710 -1.797
N 0.913 0.828 5.900
N -4.311 0.508 -0.575
N -2.553 -0.697 -0.990
N 2.835 1.127 -1.503
C -5.140 1.652 0.027
C 0.608 -2.740 -1.171
C 1.646 3.323 -1.546
C 4.512 -0.719 -1.509
C 4.119 3.183 -1.402
C 1.451 0.989 3.470
C 2.891 2.547 -1.554
C -0.550 3.636 -1.625
C 1.208 -5.759 -1.714
C 0.662 1.583 4.600
C -0.113 -5.003 0.816
C -4.653 -0.327 -1.686
C 4.119 0.690 -1.361
C -1.650 -4.355 -1.838
C 0.386 -1.487 -0.988
C -3.004 0.286 -0.240
C -3.537 -1.088 -1.901
C 1.593 4.624 -1.054
C -1.908 3.569 -2.270
H -2.523 2.856 -1.722
H 0.876 2.669 4.764
H 4.282 -1.190 -0.522
H 4.318 4.276 -1.310
H 2.462 5.282 -0.871
H -1.489 -4.149 -2.902
H -5.951 1.887 -0.618
H -0.490 1.502 4.493
H -5.700 -0.359 -2.008
H 0.545 -0.105 5.738
H -2.126 -3.429 -1.359
H 1.940 0.640 6.035
H 0.808 -5.450 1.236
H 3.864 -1.213 -2.268
H 0.816 2.618 2.331
H 0.456 1.214 6.715
H 0.809 -6.146 -2.713
H -5.531 1.354 1.022
H 5.551 -0.815 -1.781
H -0.488 -4.197 1.434
H -1.780 3.222 -3.335
H -3.412 -1.941 -2.515
H 2.212 -5.372 -1.731
H -0.824 -5.840 0.822
H 2.311 2.087 1.895
H 0.957 0.041 3.259
H 1.190 -6.594 -0.994
H -1.583 -1.115 -0.904
H 2.466 0.768 3.776
H -2.380 4.541 -2.147
H -2.345 -5.192 -1.710
H -4.497 2.511 0.117
*
```

---

[2]
Density functional theory data (wB97M-V/def2-TZVPD) for 6 unconnected molecules or ions with the total composition C19H32NO14S at a distorted geometry.

Calculated values
Energy: -2249.3714 Ha
Frontier orbital gap: 0.29657 Ha
HOMO level: -5.8 eV

The geometry in ORCA input format:
```
! wB97M-V def2-TZVPD RIJCOSX def2/J DEFGRID3
* xyz -1 1
S 3.174 -4.027 2.894
O 3.516 -4.419 4.257
O 1.467 5.260 2.021
O 2.113 -0.656 0.243
O -4.732 0.101 -4.443
O -0.464 4.216 1.200
O 1.492 -4.071 2.736
O 0.220 -0.603 -0.603
O 0.392 0.186 1.216
O -3.613 -0.135 -2.550
O 2.853 -1.506 -3.230
O -1.384 3.852 6.424
O 3.724 -4.685 1.721
O 1.596 -1.116 -5.199
O -0.015 2.922 5.023
N 0.909 -0.333 0.305
C 0.857 -3.681 1.499
C 0.964 4.473 1.240
C -2.139 1.923 5.101
C 0.023 1.974 3.971
C -0.757 3.352 0.119
C -3.694 0.268 -3.769
C 0.106 -2.787 -4.899
C 0.432 3.358 -0.806
C -1.314 1.242 4.043
C -1.162 2.936 5.650
C 1.544 3.766 0.081
C 0.370 -1.579 -5.684
C -1.603 0.758 -2.977
C 3.454 -2.207 2.931
C -2.521 1.101 -4.123
C 1.921 -1.690 -4.018
C -0.459 -2.989 1.824
C 0.797 -2.557 -3.598
C -2.522 0.369 -1.795
H -3.013 2.070 -4.045
H -3.011 2.455 4.719
H -0.974 -0.112 -3.165
H -0.890 1.577 -2.881
H 2.602 -1.718 3.402
H 1.556 -3.154 0.850
H -2.412 1.335 5.978
H 3.727 -1.892 1.923
H -0.951 -3.052 -4.929
H 0.208 3.959 -1.688
H -0.907 -3.489 2.683
H 1.853 2.841 0.569
H -0.416 -0.893 -5.368
H -0.188 -1.986 2.155
H 0.077 2.490 3.013
H -1.650 3.648 -0.432
H -2.118 0.890 -5.113
H 0.264 -1.940 -6.707
H -1.832 1.345 3.089
H -1.083 -2.913 0.933
H 0.135 -1.885 -3.052
H 0.733 -4.503 0.794
H 0.834 1.249 4.036
H 2.325 4.213 -0.533
H -2.772 1.147 -1.073
H -0.926 2.401 0.624
H 0.591 2.373 -1.244
H 1.310 -3.300 -2.987
H 0.610 -3.686 -5.257
H -1.257 0.196 4.345
H 4.216 -2.232 3.710
H -2.189 -0.447 -1.154
*
```

---

[3]
Density functional theory data (wB97M-V/def2-TZVPD) for a molecular structure, C19H33BCl2F2InN5O3 at a distorted geometry.

Calculated values
Energy: -2578.5836 Ha
Frontier orbital gap: 0.25233 Ha
HOMO level: -7.0 eV

The geometry in ORCA input format:
```
! wB97M-V def2-TZVPD RIJCOSX def2/J DEFGRID3
* xyz 0 1
In -0.447 -1.031 0.071
Cl -3.860 -3.594 -3.424
Cl -3.685 -3.922 -0.554
F -1.630 -0.410 -2.667
F -2.899 0.350 -0.951
O -0.818 -2.977 -1.065
O -1.026 -4.045 -3.004
O -2.450 3.124 -0.617
N -1.295 0.809 1.831
N -1.821 -2.305 1.661
N -1.063 1.670 -1.758
N 0.022 3.097 -3.079
N 0.751 0.848 -2.996
C -0.955 3.906 -2.394
C 2.335 -0.736 -0.227
C 0.800 3.608 -4.177
C 1.844 -1.493 0.902
C 1.514 -0.959 3.425
C 2.138 1.940 2.354
C 2.938 1.755 -0.644
C 2.761 -1.377 -1.512
C -1.635 2.899 -1.461
C -2.158 -1.949 3.035
C -1.923 0.597 3.130
C 2.103 0.683 1.541
C -1.456 -3.433 -2.055
C -2.998 -3.117 -1.970
C 1.960 -2.982 1.027
C -2.872 -0.599 3.094
C 1.760 -0.576 2.001
C 2.459 0.588 0.170
C -0.059 1.831 -2.652
B -1.642 0.275 -1.470
H 3.312 1.431 -1.614
H 1.671 4.167 -3.824
H 3.000 -3.291 1.158
H -1.143 0.412 3.871
H -1.366 -3.215 1.616
H 1.954 2.815 1.731
H -3.519 -0.506 2.220
H 3.058 -0.633 -2.250
H -0.505 1.439 1.920
H -0.488 4.719 -1.829
H 1.551 1.000 -3.586
H 3.753 2.262 -0.127
H 0.931 -1.877 3.488
H 0.171 4.279 -4.764
H 2.138 2.489 -0.802
H 1.564 -3.465 0.135
H -3.490 -0.566 3.993
H -1.688 4.337 -3.086
H 1.397 -3.338 1.890
H 0.644 -0.052 -2.541
H -2.805 -2.717 3.485
H 0.989 -0.168 3.960
H 1.396 1.912 3.151
H 1.959 -1.999 -1.921
H -1.232 -1.899 3.612
H 2.463 -1.129 3.940
H 1.123 2.796 -4.826
H 3.114 2.070 2.826
H -3.137 -2.047 -1.817
H -2.676 -2.413 1.116
H -1.967 1.250 1.208
H 3.621 -2.028 -1.339
H -2.487 1.487 3.443
*
```

---

[4]
Density functional theory data (wB97M-V/def2-TZVPD) for a molecular structure, C19H33BrInO12 at a distorted geometry.

Calculated values
Energy: -4410.8450 Ha
Frontier orbital gap: 0.26082 Ha
HOMO level: -4.8 eV

The geometry in ORCA input format:
```
! wB97M-V def2-TZVPD RIJCOSX def2/J DEFGRID3
* xyz -1 1
In -2.397 -2.690 -0.676
Br 0.868 -6.122 -1.315
O -2.974 1.170 -2.134
O 1.756 2.736 0.906
O 5.132 -0.780 -3.169
O 0.969 4.479 -0.221
O 4.139 -2.780 -2.840
O -4.990 1.526 -1.186
O 2.433 4.812 1.460
O -1.819 1.453 4.585
O 6.332 -2.692 -3.191
O -3.172 1.463 0.094
O -3.973 1.715 3.978
O -2.559 3.459 3.991
C 1.090 0.864 -0.527
C -0.650 2.261 4.359
C 0.620 3.311 -0.993
C 1.394 -3.317 -0.838
C -3.642 1.360 -1.170
C -2.887 2.164 4.175
C 6.873 -5.021 -3.650
C -0.802 -4.131 0.029
C -1.211 3.666 4.467
C 4.552 -4.124 -3.118
C -6.646 2.479 0.315
C 0.222 -4.246 -1.047
C 0.720 2.205 0.034
C 5.189 -1.963 -3.076
C 1.786 4.077 0.778
C -0.499 4.700 3.640
C 6.040 -4.061 -2.840
C -5.462 1.558 0.176
C -4.221 2.012 0.913
H 1.286 -2.466 -1.489
H -3.919 -3.596 -0.850
H -2.532 -1.307 0.434
H 0.115 2.038 5.096
H 2.094 0.881 -0.954
H 6.526 -6.043 -3.500
H 0.561 4.728 3.888
H -7.521 2.069 -0.189
H 1.352 3.195 -1.794
H -1.271 3.982 5.511
H -4.124 3.104 0.915
H 1.404 -2.942 0.170
H 2.321 -3.795 -1.091
H 6.242 -4.183 -1.773
H -5.730 0.538 0.460
H -0.366 -3.800 0.957
H -4.149 1.643 1.936
H -1.866 -2.106 -2.279
H 1.080 0.104 0.253
H -0.203 2.132 0.616
H -0.235 -3.986 -1.978
H -1.242 -5.090 0.216
H 4.334 -4.345 -4.165
H -6.429 3.446 -0.141
H 4.014 -4.824 -2.483
H -6.886 2.625 1.368
H -0.373 3.415 -1.419
H 7.923 -4.965 -3.363
H -0.266 2.043 3.360
H 0.372 0.574 -1.295
H 6.809 -4.774 -4.710
H -0.919 5.691 3.807
H -0.609 4.474 2.580
*
```

---

[5]
Density functional theory data (wB97M-V/def2-TZVPD) for a molecular structure, C19H33Cl2CrN2O4S at a distorted geometry.

Calculated values
Energy: -3517.1865 Ha
Frontier orbital gap (spin up / spin down): 0.20076 / 0.22000 Ha
HOMO level (spin up / spin down): -5.9 / -5.8 eV
Expectation value of S²: 3.7896

The geometry in ORCA input format:
```
! wB97M-V def2-TZVPD RIJCOSX def2/J DEFGRID3
* xyz 0 4
Cr 0.295 -0.734 -0.380
Cl -1.053 -2.102 -1.564
Cl 0.652 1.121 0.916
S 0.475 -0.109 3.673
O 1.990 -1.379 -0.980
O 0.128 0.561 -1.806
O 0.072 -1.879 1.260
O 1.881 -0.592 3.496
N 3.843 -0.131 -0.718
N -0.523 -4.096 1.478
C -1.004 1.051 -2.146
C -2.359 1.591 -0.558
C -1.628 -3.760 2.384
C 2.835 -0.837 -0.220
C 0.152 2.761 -3.441
C 0.657 3.045 -4.708
C 0.402 1.562 4.366
C -1.259 2.004 -5.736
C -0.230 -1.063 5.016
C -2.180 3.037 -0.441
C -2.796 0.688 0.335
C -0.086 2.745 -5.859
C -0.986 1.919 -3.329
C 4.653 0.616 0.203
C -1.790 1.704 -4.475
C -0.711 -5.308 0.689
C 3.742 0.402 -2.081
C -3.408 0.861 1.751
C 0.242 -3.116 0.994
H -2.581 3.514 -1.326
H 1.020 -3.374 0.267
H -0.070 -2.124 4.837
H 3.011 1.211 -2.128
H -3.660 -0.094 2.279
H -2.687 -0.379 0.138
H 3.489 -0.337 -2.852
H -1.882 0.440 -1.913
H -2.570 -3.726 1.822
H -4.348 1.423 1.688
H 1.364 2.037 4.120
H 4.005 1.402 0.611
H 0.248 1.461 5.435
H -2.765 1.403 2.466
H -1.701 -5.278 0.222
H 0.255 -0.745 5.931
H 0.363 2.985 -6.825
H -2.772 1.252 -4.379
H -1.452 -2.787 2.852
H 5.481 1.015 -0.376
H 1.658 3.487 -4.740
H -1.688 -4.537 3.134
H -0.651 -6.174 1.350
H -1.152 3.406 -0.425
H 0.619 3.025 -2.483
H -1.296 -0.835 5.040
H 2.762 -0.928 0.876
H -2.632 3.512 0.433
H 0.056 -5.369 -0.085
H 4.727 0.819 -2.301
H -0.430 2.091 3.889
H 4.982 -0.040 1.006
H -1.710 1.682 -6.681
*
```

---

[6]
Density functional theory data (wB97M-V/def2-TZVPD) for 2 unconnected molecules or ions with the total composition C19H33IN3O7P at a distorted geometry.

Calculated values
Energy: -2073.7047 Ha
Frontier orbital gap: 0.12118 Ha
HOMO level: -5.3 eV

The geometry in ORCA input format:
```
! wB97M-V def2-TZVPD RIJCOSX def2/J DEFGRID3
* xyz 0 1
I 0.815 1.832 -4.698
P -4.161 -1.170 -2.510
O -2.135 2.061 -4.909
O -4.558 -2.715 -2.302
O -5.262 -0.431 -3.102
O 2.648 -4.962 1.988
O 1.991 6.605 2.920
O 1.814 -1.456 -0.548
O -3.699 -0.529 -1.095
N -0.891 -2.318 -2.602
N 0.207 -2.315 -1.850
N 2.257 4.793 1.549
C 0.244 -1.351 2.977
C -1.264 1.783 -4.124
C 0.274 -1.269 1.446
C 0.840 -3.637 -1.662
C 1.667 -1.126 0.875
C 1.123 4.222 0.803
C 0.846 -2.667 3.527
C 0.229 0.042 -1.530
C 0.464 -4.308 -0.354
C -2.690 -1.150 -3.575
C -0.897 0.081 -2.303
C 0.878 1.267 -0.969
C 1.370 4.516 3.875
C 0.749 -1.256 -1.299
C 0.035 2.068 0.051
C 1.876 5.406 2.769
C 0.949 2.731 1.101
C -1.599 1.357 -2.668
C -1.413 -1.143 -2.779
H 0.579 2.572 2.107
H 1.951 2.313 1.076
H 0.547 -5.382 -0.402
H -0.471 2.892 -0.442
H 1.857 1.028 -0.592
H 3.003 -5.610 2.605
H 2.690 5.548 1.032
H -0.810 -1.311 3.228
H 0.769 -0.486 3.375
H -4.669 -2.885 -1.360
H 0.521 -4.271 -2.479
H -0.295 -2.095 1.030
H -1.248 2.148 -2.026
H 1.142 -3.358 2.736
H 0.188 4.746 1.008
H -2.672 1.267 -2.599
H 2.328 -1.806 1.407
H -2.776 -0.315 -4.255
H 2.056 -0.135 1.076
H 1.349 5.106 4.780
H 1.911 -3.560 -1.771
H 1.062 1.922 -1.815
H 2.048 3.684 4.023
H 1.184 -3.985 0.397
H -0.286 -0.367 1.199
H 1.696 -2.409 4.144
H -2.762 -2.061 -4.161
H -4.193 -0.973 -0.395
H -0.521 -4.006 -0.011
H -0.725 1.460 0.523
H 0.372 4.173 3.621
H 0.112 -3.104 4.193
H 1.360 4.296 -0.255
*
```

---

[7]
Density functional theory data (wB97M-V/def2-TZVPD) for a gas-phase ion, C19H33N2O3 (charge +1).

Calculated values
Energy: -1078.7814 Ha
Frontier orbital gap: 0.31699 Ha
HOMO level: -10.7 eV

The geometry in ORCA input format:
```
! wB97M-V def2-TZVPD RIJCOSX def2/J DEFGRID3
* xyz 1 1
O 0.006 -1.134 1.057
O -1.153 0.798 -0.334
O -0.602 1.602 -3.881
N 0.724 2.873 0.613
N -0.847 3.182 -1.488
C -1.736 3.323 -2.660
C -0.090 4.046 0.703
C 0.115 -2.493 1.302
C -1.873 2.005 -3.422
C 1.413 2.750 -0.654
C -0.665 -3.142 2.246
C 0.390 1.699 1.371
C -0.956 0.992 1.061
C 3.046 -1.715 0.297
C -1.211 4.085 -0.375
C 1.298 -1.718 -1.517
C -0.973 -0.383 1.737
C -1.409 -5.197 3.472
C -0.545 -4.509 2.462
C 2.001 -2.554 -0.443
C 1.160 -4.566 0.775
C 1.058 -3.200 0.547
C 0.376 -5.218 1.707
C 0.586 3.340 -1.812
H -1.966 -0.836 1.618
H 1.960 -1.583 -2.370
H -1.332 4.095 -3.318
H -0.947 2.191 -1.117
H -0.882 -6.034 3.922
H -0.663 -0.012 -0.561
H 2.525 -3.367 -0.955
H -0.744 -0.291 2.805
H -2.300 1.240 -2.758
H -2.167 3.754 0.033
H -2.727 3.628 -2.321
H -2.306 -5.587 2.990
H 1.194 0.976 1.228
H -0.532 4.106 1.697
H -1.328 5.100 -0.762
H 3.741 -1.266 -0.409
H 0.372 1.971 2.430
H -2.564 2.167 -4.257
H 0.794 4.404 -1.948
H 0.392 -2.213 -1.860
H 2.371 3.284 -0.602
H 0.560 4.917 0.575
H -0.695 0.897 -4.529
H -1.718 -4.511 4.257
H 2.566 -0.926 0.871
H 0.798 2.813 -2.741
H -1.376 -2.591 2.842
H 3.609 -2.340 0.986
H -1.800 1.595 1.411
H 1.882 -5.133 0.206
H 0.487 -6.281 1.853
H 1.632 1.699 -0.845
H 1.049 -0.732 -1.132
*
```

---

> Which value of energy does entry 1 give?

-3071.8624 Ha